Arrangement A

{
  "formula": "C4H6O",
  "method": "the ωB97M-V functional and the def2-TZVPD basis",
  "symbols": ["O", "C", "C", "C", "C", "H", "H", "H", "H", "H", "H"],
  "positions_angstrom": [[-0.8043, 1.0286, -1.4804], [-0.0286, 0.0075, -1.1694], [-1.0017, -0.3902, -0.1017], [-0.1086, -0.3045, 1.0838], [0.9025, 0.3044, 0.0903], [0.3637, -0.6525, -1.9432], [-2.0595, -0.2187, -0.1392], [-0.4331, 0.2945, 1.9376], [0.2153, -1.2932, 1.4483], [1.0359, 1.3773, 0.2153], [1.8427, -0.2337, 0.0266]],
  "e_homo_ev": [-9.21, -9.22],
  "total_charge": 0,
  "e_lumo_ev": [-0.24, -0.24]
}


Arrangement B

{
  "formula": "C4H6O",
  "method": "the ωB97M-V functional and the def2-TZVPD basis",
  "symbols": ["C", "C", "C", "H", "H", "H", "H", "C", "O", "H", "H"],
  "positions_angstrom": [[1.7406, -1.2539, 0.4619], [1.4515, -0.0028, 0.2289], [1.1858, 1.3191, 0.2527], [2.4720, -1.6919, 1.1325], [1.3673, -2.0424, -0.1516], [1.7213, 2.1174, -0.2825], [0.1799, 1.4412, 0.7619], [-2.4965, -0.0033, -0.5291], [-2.1974, 0.9011, 0.2030], [-2.0611, -0.9027, -0.8148], [-3.3635, 0.1180, -1.2629]],
  "e_homo_ev": -9.48,
  "total_charge": 0,
  "smiles": "C=C=C.C=O",
  "e_lumo_ev": 0.70
}


Which one is the most stable? From the structures above, arrangement B.